a.
Molecular formula: C7H11F2N
Method: DFT, ωB97M-V/def2-TZVPD

Last columns: bonded neighbours and bond lengths (Å).
Positions of all 21 atoms, in Å:
1 F 1.135 2.229 -0.288  C6 1.363
2 F -0.947 1.651 -0.574  C6 1.327
3 N -0.658 -0.633 1.325  C9 1.389, H13 1.007, H15 1.086
4 C 1.922 -0.158 -1.698  C7 1.341, H14 1.110, H16 1.132
5 C 0.923 0.980 2.282  C8 1.489, C9 1.455, H18 1.073, H20 1.043
6 C 0.289 1.177 -0.473  F1 1.363, F2 1.327, C7 1.490, C9 1.844
7 C 0.632 0.143 -1.490  C4 1.341, C6 1.490, C10 1.532
8 C 1.849 0.068 1.554  C5 1.489, C9 1.547, H11 1.086, H21 1.114
9 C 0.375 0.275 1.132  N3 1.389, C5 1.455, C6 1.844, C8 1.547
10 C -0.319 -0.640 -2.401  C7 1.532, H12 1.136, H17 1.098, H19 1.061
11 H 2.474 0.420 0.739  C8 1.086
12 H 0.068 -1.704 -2.503  C10 1.136
13 H -0.575 -1.343 2.034  N3 1.007
14 H 2.155 -0.848 -2.536  C4 1.110
15 H -1.459 -0.020 1.725  N3 1.086
16 H 2.749 0.284 -1.065  C4 1.132
17 H -0.323 -0.081 -3.346  C10 1.098
18 H 1.252 1.999 2.222  C5 1.073
19 H -1.331 -0.647 -2.082  C10 1.061
20 H 0.705 0.740 3.273  C5 1.043
21 H 2.103 -0.855 2.124  C8 1.114

As for the structure (SMILES): C=C(C)C(F)(F)C1(N)CC1. The frontier orbital gap is 0.362 hartree. Its HOMO energy is -8.8 eV. The lowest unoccupied orbital energy is 1.01 eV.

=====

b.
Molecular formula: C7H11F2N
Method: DFT, ωB97M-V/def2-TZVPD

Last columns: bonded neighbours and bond lengths (Å).
Positions of all 21 atoms, in Å:
1 F -3.512 1.656 -1.082  C4 1.317
2 F -2.396 -2.170 0.368  C5 1.329
3 N -2.177 0.942 0.563  C4 1.226, C6 1.260
4 C -2.916 0.709 -0.387  F1 1.317, N3 1.226
5 C -3.319 -1.924 -0.557  F2 1.329, H13 1.116
6 C -1.382 0.713 1.514  N3 1.260, C9 1.496, H20 1.084
7 C 0.600 0.077 0.057  C9 1.528, C10 1.528, H14 1.093, H16 1.092
8 C 2.661 -0.423 -1.337  C10 1.524, H18 1.087, H19 1.087, H21 1.086
9 C 0.106 0.703 1.360  C6 1.496, C7 1.528, H15 1.092, H17 1.097
10 C 2.110 0.259 -0.090  C7 1.528, C8 1.524, H11 1.092, H12 1.093
11 H 2.608 -0.152 0.791  C10 1.092
12 H 2.339 1.327 -0.132  C10 1.093
13 H -2.774 -2.008 -1.527  C5 1.116
14 H 0.360 -0.990 0.061  C7 1.093
15 H 0.535 0.165 2.208  C9 1.092
16 H 0.091 0.530 -0.797  C7 1.092
17 H 0.460 1.740 1.418  C9 1.097
18 H 2.166 -0.049 -2.230  C8 1.087
19 H 3.726 -0.229 -1.428  C8 1.087
20 H -1.798 0.622 2.511  C6 1.084
21 H 2.512 -1.498 -1.284  C8 1.086

The frontier orbital gap (spin up / spin down) is 0.303 / 0.303 hartree. Its HOMO energy (spin up / spin down) is -8.2 / -8.2 eV. The lowest unoccupied orbital energy (spin up / spin down) is 0.02 / 0.02 eV.

=====

Stability order, top to bottom: a, b

=====

a.
Molecular formula: Cl2H2NP
Method: DFT, ωB97M-V/def2-TZVPD

Last columns: bonded neighbours and bond lengths (Å).
Positions of all 6 atoms, in Å:
1 Cl 3.688 1.444 -0.233  P3 2.040
2 Cl -2.018 1.548 0.046  H5 1.319
3 P 3.183 -0.436 0.377  Cl1 2.040, N4 1.531
4 N 1.677 -0.445 0.100  P3 1.531, H6 1.028
5 H -0.989 2.007 -0.640  Cl2 1.319
6 H 1.153 -1.330 0.092  N4 1.028

As for the structure (SMILES): [H]/N=P/Cl.Cl. The frontier orbital gap is 0.354 hartree. Its HOMO energy is -10.1 eV. The lowest unoccupied orbital energy is -0.51 eV.

=====

b.
Molecular formula: Cl2H2NP
Method: DFT, ωB97M-V/def2-TZVPD

Last columns: bonded neighbours and bond lengths (Å).
Positions of all 6 atoms, in Å:
1 Cl -1.053 1.583 -0.846  P3 1.963
2 Cl 1.248 -0.632 -2.562  no bonds
3 P -1.274 -0.173 0.002  Cl1 1.963, N4 1.644
4 N 0.027 -0.196 1.006  P3 1.644, H5 1.010, H6 1.011
5 H 0.784 0.464 0.900  N4 1.010
6 H 0.268 -1.045 1.500  N4 1.011

The frontier orbital gap (spin up / spin down) is 0.185 / 0.203 hartree. Its HOMO energy (spin up / spin down) is -7.9 / -8.2 eV. The lowest unoccupied orbital energy (spin up / spin down) is -2.84 / -2.63 eV.

=====

Stability order, top to bottom: a, b